C40H30BrClGeIN2O2Re | the ωB97M-V functional and the def2-TZVPD basis

XYZ file:
```
79
Properties=species:S:1:pos:R:3:forces:R:3
Re 0.0259 0.0190 0.3796 0.0660 0.1926 0.2743
O -2.9249 -2.7305 5.0641 0.0665 0.0565 0.0306
C -2.1915 -2.0587 4.2037 -0.0933 -0.0772 0.0058
C -1.2748 -1.0548 4.5464 0.0393 0.0080 -0.0714
C -0.5682 -0.4230 3.5529 0.0210 -0.0296 0.0022
N -0.7207 -0.7250 2.2483 -0.0851 0.0305 0.0469
C -1.6048 -1.6925 1.9610 0.0021 -0.0961 0.0181
Br -1.6571 -1.9746 0.0758 -0.2256 -0.2422 -0.0245
C -2.3607 -2.3945 2.8461 0.1272 0.1263 0.0218
H -2.7721 -2.4711 5.9853 -0.0327 -0.0263 -0.0038
H -1.1140 -0.7721 5.5777 -0.0061 -0.0021 0.0141
H 0.1504 0.3465 3.7958 -0.0050 0.0094 0.0061
H -3.0530 -3.1679 2.5468 -0.0117 -0.0130 -0.0050
Cl 4.1341 4.9481 -2.0982 -0.0303 -0.0271 0.0055
C 2.9908 3.6807 -1.9564 0.0079 0.0001 0.0004
C 2.5409 3.0389 -3.0779 -0.0460 -0.0189 0.1368
C 1.5635 2.0154 -2.9916 0.0539 0.0995 0.0235
I 0.8411 1.1585 -4.7245 -0.0086 -0.0370 -0.0191
C 1.0942 1.6451 -1.7651 -0.0483 -0.0046 0.1050
O 0.0367 0.7515 -1.5633 0.3168 0.0722 -0.1726
C 1.5889 2.2579 -0.5995 0.0060 -0.0655 -0.0233
N 1.1023 1.8008 0.6011 -0.1883 -0.0452 -0.0421
C 1.4492 2.4199 1.7217 0.1530 0.0967 0.0075
C 2.3322 3.4992 1.7332 -0.0624 -0.0791 -0.0319
C 2.8845 3.9252 0.5484 0.0252 0.0092 -0.0162
C 2.5169 3.3073 -0.6617 0.0194 0.0282 -0.1055
H 2.9154 3.3351 -4.0476 0.0143 0.0013 -0.0126
H 1.0310 2.0405 2.6446 -0.0256 0.0079 0.0027
H 2.5824 3.9687 2.6728 0.0056 0.0154 0.0124
H 3.5957 4.7402 0.5337 0.0096 0.0181 0.0012
C 6.4760 -2.3402 2.2833 0.0280 0.0175 0.0087
C 5.7897 -1.6782 3.3007 -0.0142 0.0023 -0.0278
C 4.5325 -1.1811 3.0533 -0.0266 0.0096 -0.0337
C 3.9084 -1.3615 1.7926 0.0708 -0.0185 0.0399
C 4.6395 -2.0169 0.7685 -0.0940 0.0317 0.0672
C 5.9052 -2.4904 1.0174 -0.0276 -0.0069 0.0103
C 2.5979 -0.8233 1.6357 0.0300 -0.0658 -0.1464
C 1.6731 -1.0251 0.6172 0.0633 -0.1136 0.0539
C 1.6911 -2.1638 -0.3293 0.0382 0.0728 -0.1733
C 1.6382 -1.9654 -1.7129 0.0380 -0.0355 0.0657
C 1.5639 -3.0538 -2.5713 0.0018 -0.0266 0.0125
C 1.5279 -4.3417 -2.0581 -0.0112 -0.0056 -0.0197
C 1.5723 -4.5475 -0.6816 0.0133 0.0251 0.0065
C 1.6528 -3.4688 0.1793 0.0090 0.0139 0.0246
H 7.4689 -2.7255 2.4719 0.0134 -0.0086 -0.0043
H 6.2505 -1.5507 4.2697 -0.0071 -0.0012 0.0189
H 3.9956 -0.6549 3.8333 -0.0009 0.0011 0.0247
H 4.2161 -2.1193 -0.2180 -0.0470 -0.0338 -0.0635
H 6.4655 -2.9777 0.2320 -0.0003 -0.0092 -0.0140
H 2.3056 -0.1516 2.4395 -0.0063 0.0391 0.0221
H 1.6984 -0.9673 -2.1252 0.0219 0.0299 -0.0059
H 1.5497 -2.8964 -3.6412 0.0035 0.0078 -0.0114
H 1.4792 -5.1890 -2.7283 -0.0117 -0.0094 -0.0024
H 1.5558 -5.5530 -0.2840 0.0040 -0.0179 0.0021
H 1.7004 -3.6304 1.2496 0.0032 0.0067 0.0193
Ge -1.7717 1.5812 -1.5007 0.0578 0.0555 0.0007
C -2.9900 0.3513 -2.2705 -0.1710 -0.1162 -0.1113
C -2.8248 -0.2095 -3.5385 0.0770 0.0174 0.0200
C -3.8073 -1.0417 -4.0531 0.0022 -0.0011 -0.0002
C -4.9576 -1.2990 -3.3195 -0.0103 0.0009 -0.0046
C -5.1355 -0.7306 -2.0645 0.0131 -0.0067 -0.0005
C -4.1522 0.0892 -1.5353 0.0338 0.0338 0.0136
C -1.4435 3.3963 -1.9119 -0.0744 0.2151 -0.0042
C -1.5972 3.8552 -3.2235 0.0371 -0.0614 0.0355
C -1.3370 5.1840 -3.5181 -0.0103 -0.0025 -0.0039
C -0.9481 6.0547 -2.5088 0.0132 0.0347 -0.0249
C -0.8151 5.6093 -1.1995 -0.0050 -0.0414 0.0177
C -1.0638 4.2807 -0.8965 0.0570 -0.0373 -0.0554
H -1.7492 1.3558 0.0844 -0.0776 -0.0103 0.0345
H -1.9362 -0.0028 -4.1228 -0.0351 -0.0156 0.0254
H -3.6828 -1.4806 -5.0334 0.0082 -0.0013 -0.0117
H -5.7250 -1.9394 -3.7322 -0.0141 -0.0083 -0.0083
H -6.0415 -0.9216 -1.5057 0.0005 0.0050 0.0082
H -4.3040 0.5303 -0.5545 0.0049 -0.0007 -0.0099
H -1.9143 3.1853 -4.0140 -0.0297 -0.0045 0.0030
H -1.4505 5.5444 -4.5311 -0.0148 0.0032 -0.0094
H -0.7619 7.0943 -2.7417 0.0046 0.0163 -0.0062
H -0.5351 6.3021 -0.4179 -0.0038 0.0142 0.0186
H -0.9756 3.9407 0.1303 -0.0197 -0.0020 0.0124
```
Forces are in eV/Å.

Properties
Charge: +3
HOMO-LUMO gap (spin up / spin down), eV: 6.79 / 5.91
HOMO level (spin up / spin down), eV: -15.53 / -15.92
Energy relative to the best compared isomer or geometry (same formula, charge and spin), kJ/mol: 0.0
Maximum force, Eh/bohr: 0.0072
DFT total energy, hartree: -7288.40900
2S+1: 4

C29H23FIrN3O2 | the ωB97M-V functional and the def2-TZVPD basis

XYZ file:
```
59
Properties=species:S:1:pos:R:3:forces:R:3
Ir 0.0971 -0.1068 0.0490 3.7413 0.0536 -0.5203
C 1.2497 -4.3918 -1.0941 -0.8433 -0.5231 -0.1748
O 2.4332 -3.5824 -0.9809 1.0029 0.8596 0.1286
C 2.0574 -2.3658 -0.6634 -1.2648 -0.4082 0.0956
N 0.7896 -2.1805 -0.4749 -0.2524 0.8389 1.1882
C 0.0970 -3.4462 -0.6560 -0.4755 -0.5597 0.0335
C -1.0475 -3.3365 -1.6410 -0.1427 -0.0156 -0.1545
C -1.5657 -2.1034 -2.0169 0.4388 0.3475 0.2311
C -2.6054 -2.0095 -2.9204 -0.2742 -0.2246 -0.1923
C -3.1731 -3.1669 -3.4420 0.1256 0.2428 0.1378
C -2.6766 -4.4041 -3.0608 -0.1072 0.0070 -0.1043
C -1.6242 -4.4913 -2.1679 0.2194 0.3078 0.2019
C 2.9730 -1.2244 -0.5703 0.3789 0.4771 0.0693
C 4.3613 -1.2279 -0.6453 -0.2124 0.1216 0.0948
C 5.0332 -0.0093 -0.5492 -0.2213 -0.2663 -0.0466
C 4.3224 1.1787 -0.4441 -0.6019 0.0024 0.0573
C 2.9316 1.1069 -0.4068 0.7796 -0.8242 0.1472
N 2.3032 -0.0768 -0.4330 -1.4348 -0.0196 0.6772
C 1.9791 2.2030 -0.4346 -1.5520 0.7092 0.0349
N 0.7166 1.9292 -0.6049 -0.0384 -0.5059 1.1507
C 0.0188 3.1851 -0.8434 -0.2540 0.6750 -0.3720
C 1.0853 4.2272 -0.4227 -1.0466 0.5873 0.1374
O 2.3085 3.4737 -0.3737 0.8857 -1.0593 -0.2871
C -1.3339 3.2817 -0.1832 -0.0521 -0.0561 0.1273
C -2.1215 2.1442 -0.0279 0.2851 -0.1828 -0.1121
C -3.4069 2.2223 0.4734 -0.0964 0.0043 0.0123
C -3.9435 3.4604 0.8005 0.1563 -0.0687 -0.0117
C -3.1613 4.5983 0.6727 -0.1567 -0.0117 0.0559
C -1.8682 4.5136 0.1831 0.1357 -0.2697 -0.0691
H 1.3692 -5.2762 -0.4644 0.0536 0.2286 -0.0670
H 1.1541 -4.6966 -2.1398 0.0506 0.0680 0.1561
H -0.3249 -3.7550 0.3112 0.2010 0.0437 -0.0889
H -1.1353 -1.1774 -1.5936 -0.3443 -0.4705 -0.4833
H -2.9750 -1.0438 -3.2283 -0.0640 0.1045 0.0190
H -4.0009 -3.0929 -4.1308 -0.0119 -0.0457 -0.0823
H -3.1090 -5.3042 -3.4700 -0.0407 -0.0870 0.0085
H -1.2517 -5.4572 -1.8676 0.0495 -0.2443 0.0032
H 4.8946 -2.1604 -0.7447 0.0383 -0.0800 -0.0736
H 6.1104 0.0097 -0.5734 0.1425 -0.0015 -0.0035
H 4.8148 2.1358 -0.3793 0.0536 0.1053 -0.0680
H -0.1567 3.2386 -1.9313 0.1347 0.0334 0.2091
H 0.8977 4.6303 0.5786 0.1026 -0.1014 -0.1250
H 1.2135 5.0501 -1.1257 0.0307 -0.1829 0.0489
H -1.7173 1.1576 -0.3381 -0.4441 0.3356 -0.0046
H -3.9937 1.3266 0.5969 -0.0994 -0.1132 -0.0189
H -4.9640 3.5322 1.1452 -0.0249 0.0117 0.0927
H -3.5650 5.5589 0.9549 -0.0175 0.0844 -0.0275
H -1.2868 5.4142 0.0707 0.0962 0.1842 -0.0220
F 0.7656 0.2763 6.1021 0.0182 0.0109 0.0835
C 0.4294 0.1491 4.8306 -0.0872 0.0333 -0.5471
C 0.7025 -1.0488 4.1734 -0.2754 0.2064 0.2998
C 0.3650 -1.1695 2.8408 0.0100 0.1072 -0.3500
C -0.1736 -0.0825 2.1287 1.1007 -0.1914 -0.8378
C -0.4694 1.0961 2.8320 -0.0207 0.0862 -0.7689
C -0.1816 1.2165 4.1764 0.0900 -0.4563 0.3128
H 1.1709 -1.8554 4.7182 -0.0818 -0.0920 0.0241
H 0.5230 -2.1240 2.3603 0.2089 -0.0146 -0.1714
H -0.9338 1.9298 2.3255 0.0826 0.1250 -0.0841
H -0.3992 2.1209 4.7226 -0.0746 0.0738 0.0301
```
Forces are in eV/Å.

Properties
Charge: +2
HOMO-LUMO gap (spin up / spin down), eV: 6.03 / 5.91
HOMO level (spin up / spin down), eV: -14.36 / -14.34
Maximum force, Eh/bohr: 0.0735
DFT total energy, hartree: -1637.19165

> Which of these has the lowest maximum force?

C40H30BrClGeIN2O2Re

> Which of these has the lowest maximum force?

C40H30BrClGeIN2O2Re